1.
Formula: C23H31BrIN2O2PPtS
Source: the Open Molecules 2025 dataset
Level of theory: ωB97M-V/def2-TZVPD

Net charge: 0
E_tot: -4885.65533 Ha
<S²>: 2.0074
Highest occupied orbital energy (alpha / beta): -7.4 / -8.7 eV
2S+1: 3
Lowest unoccupied orbital energy (alpha / beta): 0.33 / -1.55 eV
Gap between HOMO and LUMO (alpha / beta): 0.284 / 0.261 Ha

```
63
C23H31BrIN2O2PPtS, DFT ωB97M-V/def2-TZVPD
Pt 0.116 0.657 -0.752
C 4.175 1.850 1.686
C 3.025 1.043 1.075
C 2.159 0.481 2.207
P 2.022 1.859 -0.240
C 3.037 1.985 -1.783
C 2.849 0.769 -2.686
C 4.534 2.246 -1.618
C 1.655 3.610 0.223
C 0.960 3.694 1.580
C 2.805 4.612 0.139
H 4.760 1.191 2.330
H 3.795 2.652 2.318
H 4.853 2.283 0.958
H 3.438 0.185 0.528
H 1.833 1.272 2.878
H 2.759 -0.219 2.790
H 1.285 -0.059 1.844
H 2.589 2.848 -2.292
H 3.302 -0.120 -2.249
H 3.326 0.968 -3.647
H 1.799 0.537 -2.877
H 5.022 1.402 -1.132
H 4.765 3.147 -1.056
H 4.980 2.350 -2.608
H 0.928 3.893 -0.547
H 1.682 3.594 2.387
H 0.197 2.926 1.710
H 0.480 4.667 1.687
H 3.606 4.373 0.837
H 2.432 5.605 0.397
H 3.228 4.674 -0.862
I 2.179 3.951 -5.501
C 0.791 2.593 -4.749
C 0.692 1.326 -5.307
C -0.173 0.397 -4.747
C -0.917 0.719 -3.621
C -0.848 2.014 -3.110
C -0.006 2.961 -3.673
C -1.739 -0.329 -2.903
O -2.476 -1.065 -3.522
O -1.562 -0.360 -1.618
H 1.305 1.057 -6.154
H -0.255 -0.598 -5.161
H -1.500 2.294 -2.292
H 0.040 3.964 -3.272
N -1.498 -1.156 1.499
C -1.979 0.088 1.458
N -1.425 1.075 0.806
C -2.150 2.251 0.964
C -1.854 3.479 0.384
C -2.673 4.561 0.648
C -3.780 4.437 1.486
C -4.085 3.221 2.070
C -3.267 2.137 1.797
S -3.415 0.498 2.361
H -0.837 -1.447 0.776
H -2.095 -1.877 1.869
H -0.992 3.580 -0.258
H -2.451 5.517 0.194
H -4.407 5.294 1.679
H -4.943 3.119 2.718
Br 1.193 -1.642 -0.317
```

Here are the Mulliken charges for atoms 1 to 5, given in e: atom 1 (Pt): 2.58, atom 2 (C): -1.62, atom 3 (C): 0.75, atom 4 (C): -1.43, atom 5 (P): -0.91


2.
Formula: C3H4OS
Source: the Open Molecules 2025 dataset
Level of theory: ωB97M-V/def2-TZVPD

Net charge: 0
E_tot: -590.06134 Ha
Highest occupied orbital energy: -9.1 eV
Lowest unoccupied orbital energy: -0.29 eV
SMILES: C=COC=S
Gap between HOMO and LUMO: 0.324 Ha
Energy above the lowest of the compared OMol25 structures with the same formula, charge and spin: 1.723 eV

```
9
C3H4OS, DFT ωB97M-V/def2-TZVPD
C -1.162 1.642 -1.766
C -0.686 0.923 -0.734
C 0.492 -0.988 0.009
H -1.026 1.144 -2.640
H -1.881 2.491 -1.576
H -0.599 1.265 0.275
H 0.822 -2.026 -0.344
O -0.187 -0.317 -0.915
S 0.770 -0.612 1.659
```

Here are the Mulliken charges for atoms 1 to 5, given in e: atom 1 (C): -0.72, atom 2 (C): 0.06, atom 3 (C): -0.01, atom 4 (H): 0.32, atom 5 (H): 0.24


3.
Formula: C4H6Cl2
Source: the Open Molecules 2025 dataset
Level of theory: ωB97M-V/def2-TZVPD

Net charge: 0
E_tot: -1076.37089 Ha
Highest occupied orbital energy: -9.3 eV
Lowest unoccupied orbital energy: 0.84 eV
SMILES: C/C(Cl)=C(/C)Cl
Gap between HOMO and LUMO: 0.372 Ha
Energy above the lowest of the compared OMol25 structures with the same formula, charge and spin: 0.306 eV

```
12
C4H6Cl2, DFT ωB97M-V/def2-TZVPD
C 0.622 -1.827 0.003
C 0.570 -0.377 0.001
C -0.514 0.389 0.085
C -0.680 1.868 -0.019
H -0.394 -2.327 -0.390
H 0.821 -2.242 0.995
H 1.470 -2.161 -0.655
H 0.335 2.241 -0.250
H -1.302 2.202 -0.818
H -1.011 2.247 1.016
Cl 2.212 0.338 0.019
Cl -2.130 -0.351 0.013
```

Here are the Mulliken charges for atoms 1 to 5, given in e: atom 1 (C): -1.09, atom 2 (C): 0.46, atom 3 (C): 0.33, atom 4 (C): -1.05, atom 5 (H): 0.29


Question: What is the formula in the second record?
Answer: C3H4OS


Question: Which formula does entry 3 have?
Answer: C4H6Cl2


Question: E_tot of number 3 (C4H6Cl2)?
Answer: -1076.37089 Ha